(1)
22
Properties=species:S:1:pos:R:3:mulliken_charge:R:1 method="wB97M-V/def2-TZVPD" fmax_ev_per_a=6.059 s2=0.75 total_charge=+4 spin_multiplicity=2 gap_ev="3.41 / 8.75"
Ca -0.34567 -0.30118 3.16575 1.74
Ca 0.62862 -2.81641 -2.65983 1.08
Ca -1.60360 2.48879 -2.69793 1.73
N -0.49943 -0.26628 -0.46302 0.53
O -0.83470 0.70355 -1.07538 -0.52
O 0.10461 -1.11494 -1.07094 -0.31
O -0.85158 -0.41386 0.70433 -0.55
O -2.49306 -2.99366 0.98987 -0.57
H -2.54714 -3.12049 1.93709 0.29
H -1.60605 -3.27113 0.76084 0.29
O 2.79064 -0.38230 -2.13963 -0.57
H 3.42991 -0.26891 -1.43628 0.31
H 3.02230 0.28604 -2.78453 0.31
O 0.62780 2.63693 -2.63665 -0.57
H 1.25838 3.35505 -2.69058 0.34
H 1.15319 1.87375 -2.39631 0.32
O -2.56741 0.51811 2.92394 -0.62
H -2.91358 1.22784 2.38295 0.31
H -2.97284 0.64994 3.78096 0.37
O 1.74232 0.24191 1.93256 -0.53
H 1.85021 1.08785 1.49783 0.31
H 2.62718 -0.12065 1.97506 0.31

---

(2)
21
Properties=species:S:1:pos:R:3:mulliken_charge:R:1 method="wB97M-V/def2-TZVPD" fmax_ev_per_a=1.545 de_lowest_kj_mol=66.8 s2=0.75 total_charge=+1 spin_multiplicity=2 gap_ev="9.45 / 6.01"
C -0.04856 -2.31057 0.95720 -1.32
C 0.95110 -1.15734 1.13774 -0.15
C 0.26138 0.12452 1.26721 -0.33
C -0.84151 0.50282 0.48370 0.30
C -1.49045 1.81532 0.69819 -1.16
H -0.31095 -2.55777 -0.06612 0.35
H -0.96415 -2.14873 1.51998 0.39
H 0.25375 -3.25624 1.41729 0.36
H 1.61332 -1.11379 0.25482 0.22
H 1.64266 -1.36842 1.94924 0.41
H 0.72229 0.88029 1.88478 0.45
H -1.38281 -0.14870 -0.19078 0.38
H -0.72678 2.58711 0.82210 0.34
H -2.03651 1.73498 1.64929 0.35
H -2.14197 2.04564 -0.13637 0.39
H 2.11652 1.72989 -2.13254 0.31
H 1.74519 1.53415 -0.65728 0.30
O 1.69722 1.11263 -1.51793 -0.60
H 0.24499 0.49381 -2.90450 0.32
H -0.73173 -0.71125 -3.11013 0.31
O -0.57298 0.21165 -3.32588 -0.62

---

(3)
18
Properties=species:S:1:pos:R:3:mulliken_charge:R:1 method="wB97M-V/def2-TZVPD" fmax_ev_per_a=0.707 de_lowest_kj_mol=67.3 smiles=Cc1c[nH]cn1.CO total_charge=0 gap_ev=8.55
C -0.15558 1.18699 -3.35330 -1.10
C -0.20644 1.77121 0.17203 -0.20
C -0.16548 -0.03187 -1.06321 -0.36
C -0.18058 1.08707 -1.86202 0.36
N -0.18167 0.42010 0.22081 0.06
N -0.20247 2.20210 -1.07021 -0.63
H -0.20940 -0.13707 1.06406 0.25
H -0.20667 2.40035 1.04607 0.41
H -0.15073 -1.07460 -1.32749 0.41
H 0.70695 0.65074 -3.75165 0.28
H -0.06614 2.23461 -3.62274 0.30
H -1.04729 0.77276 -3.82213 0.27
C 0.68905 -2.05537 2.86363 -0.55
O -0.48599 -1.37249 2.42513 -0.58
H -1.14777 -1.40163 3.12214 0.30
H 0.79797 -1.99290 3.94660 0.29
H 1.55323 -1.55485 2.43339 0.25
H 0.65902 -3.10515 2.57888 0.24